(1)
C6H10ClN | ωB97M-V with the def2-TZVPD basis set

Calculated values
**2S+1**: 1
**ΔE to the lowest compared entry with this formula, charge and spin**: 155.2 kJ/mol
**HOMO-LUMO gap**: 10.52 eV
**SMILES**: C=C[C@]1([C@@H](C)Cl)CN1
**LUMO energy**: 0.920 eV
**Total charge**: 0

Last column: natural (NBO) charge in e.
Positions of all 18 atoms, in Å:
C -2.4049 -0.9484 -0.4201  -0.41
C -1.0875 -1.1933 -0.1768  -0.17
C -0.0312 -0.2491 0.2873  -0.03
C 1.2788 -0.2305 -0.5005  -0.16
C 1.6471 1.2165 -0.9175  -0.61
Cl 2.5920 -1.1207 0.3602  -0.09
C 0.0107 0.2426 1.6486  -0.24
N -0.5020 1.1137 0.6087  -0.57
H -2.8949 0.0172 -0.3923  0.19
H -2.9969 -1.7927 -0.7652  0.21
H -0.7853 -2.1823 -0.3601  0.21
H 1.2014 -0.8684 -1.3813  0.22
H 2.5046 1.1814 -1.5376  0.21
H 1.8763 1.8631 -0.0581  0.22
H 0.7429 1.6545 -1.4412  0.24
H -0.6887 -0.1613 2.3721  0.21
H 1.0557 0.4952 2.0035  0.21
H -1.5182 0.9625 0.6705  0.35


(2)
C4H4N2O | ωB97M-V with the def2-TZVPD basis set

Calculated values
**2S+1**: 1
**ΔE to the lowest compared entry with this formula, charge and spin**: 246.4 kJ/mol
**HOMO-LUMO gap**: 9.96 eV
**LUMO energy**: 0.073 eV
**Total charge**: 0

Last column: natural (NBO) charge in e.
Positions of all 11 atoms, in Å:
O -1.2589 -1.6457 -1.6424  -0.54
C -0.7112 -0.9472 -0.8222  0.60
C 0.5909 -0.2813 -1.0744  -0.29
C 1.0633 0.6644 -0.2462  -0.01
N 0.3646 1.0168 0.9403  -0.55
C -0.8463 0.3215 1.0951  0.19
N -1.3071 -0.6701 0.4254  -0.50
H 1.1314 -0.5813 -1.9667  0.24
H 1.9849 1.2155 -0.4436  0.22
H 0.3766 0.1920 1.7784  0.43
H -1.3881 0.7155 1.9561  0.20


(3)
H32NeO16 | ωB97M-V with the def2-TZVPD basis set

Calculated values
**2S+1**: 1
**ΔE to the lowest compared entry with this formula, charge and spin**: 0.0 kJ/mol
**HOMO-LUMO gap**: 10.42 eV
**LUMO energy**: -0.078 eV
**Total charge**: 0

Last column: natural (NBO) charge in e.
Positions of all 49 atoms, in Å:
Ne 0.0276 -0.0056 -0.1077  0.00
O -1.1738 -2.9734 -2.0316  -0.98
H -0.6925 -2.7766 -1.2280  0.50
H -2.0276 -3.2839 -1.7301  0.47
O -2.4460 -1.3644 2.3041  -0.96
H -3.0828 -0.7543 1.9319  0.48
H -1.7849 -1.4684 1.6198  0.48
O -2.0057 0.6331 -2.4508  -0.98
H -2.6035 0.9101 -3.1452  0.48
H -2.3290 -0.2277 -2.1850  0.51
O 0.7268 2.2530 2.4802  -0.98
H -0.0785 2.4651 2.0083  0.50
H 1.4295 2.5041 1.8807  0.49
O 0.4874 -2.7439 2.7696  -0.97
H 0.7194 -1.9067 3.1714  0.49
H -0.2828 -3.0382 3.2559  0.48
O -3.8884 1.2278 1.8176  -0.98
H -4.6223 1.6897 1.4125  0.46
H -3.1101 1.6715 1.4806  0.49
O -0.4306 3.1362 -1.6071  -0.99
H -0.7482 2.3142 -1.9807  0.48
H 0.3866 2.9003 -1.1679  0.50
O 4.2905 -0.3132 -1.0496  -0.99
H 4.0027 0.0260 -0.2021  0.47
H 3.4869 -0.6170 -1.4718  0.48
O -1.6804 2.5220 0.9884  -0.97
H -1.6813 2.6609 0.0413  0.52
H -1.7746 3.3993 1.3596  0.48
O 2.0113 -1.6198 -1.9283  -0.97
H 2.4137 -2.3130 -2.4515  0.49
H 1.4982 -1.1119 -2.5568  0.51
O 2.1373 2.5810 -0.8286  -0.97
H 2.5711 2.5527 -1.6814  0.49
H 2.2619 1.7037 -0.4667  0.50
O 1.7700 -0.2221 3.2772  -0.98
H 1.4152 0.6567 3.1431  0.51
H 2.1949 -0.1813 4.1340  0.48
O 3.1948 0.8241 1.2690  -0.99
H 4.0663 0.9927 1.6271  0.48
H 2.7500 0.3176 1.9486  0.50
O 0.7646 -3.1364 -0.1248  -0.99
H 1.2224 -3.0602 0.7124  0.50
H 1.3017 -2.6352 -0.7385  0.48
O -3.5885 -1.2617 -0.7464  -0.96
H -4.1469 -1.7504 -0.1417  0.49
H -3.9081 -0.3610 -0.6935  0.48
O 0.6857 -0.1394 -3.9853  -0.96
H -0.0150 0.1328 -3.3927  0.49
H 0.2848 -0.8090 -4.5395  0.48


(4)
C47H98N4O8S10 | ωB97M-V with the def2-TZVPD basis set

Calculated values
**2S+1**: 1
**HOMO-LUMO gap**: 6.72 eV
**LUMO energy**: -0.676 eV
**Total charge**: 0

Last column: Löwdin charge in e.
Positions of all 167 atoms, in Å:
C 6.8048 -7.0460 1.2931  -0.14
C 7.8338 -7.1645 0.0665  -0.26
C 7.1742 -7.0474 -1.3971  -0.22
C 5.8900 -6.0902 -1.4921  -0.23
C 6.2727 -4.5035 -1.6152  -0.20
C 5.0326 -3.6912 -0.9900  -0.22
C 4.6314 -2.3615 -1.8431  -0.17
C 3.4877 -1.6204 -0.9424  -0.27
N 2.9995 -0.3414 -1.5491  -0.19
C 3.8289 0.8395 -1.1108  -0.22
C 4.9319 1.3092 -2.1781  -0.16
C 6.0243 2.2082 -1.3602  -0.19
C 6.2099 3.6919 -1.9652  -0.20
C 6.3798 4.8370 -0.8083  -0.19
C 7.8598 5.4768 -0.7567  -0.21
C 7.8799 7.0831 -1.0355  -0.24
C 8.2091 7.9313 0.3166  -0.14
C 1.6647 -0.0984 -0.8853  -0.97
S 1.4259 -0.3080 0.7765  0.67
S 0.2224 0.4172 -1.9193  0.80
C -1.1886 -0.7794 -1.7255  -0.48
C -2.6145 -0.0279 -1.5199  -0.25
C -3.3195 -0.5198 -0.1507  -0.17
C -4.9202 -0.2946 -0.1818  -0.09
C -5.6816 -0.8100 -1.4169  0.03
C -7.2594 -0.6319 -1.5300  -0.20
N -7.9041 -1.1798 -2.7168  0.05
C -9.1377 -0.7161 -2.8984  -0.28
C -10.4498 -1.2497 -2.1213  -0.05
C -9.3512 0.4388 -4.0187  -0.03
C -7.9559 0.1091 -0.3635  0.02
C -7.1794 0.6343 0.9107  -0.17
N -7.9650 1.2988 1.9164  0.05
C -7.1773 1.7232 3.0276  -0.08
C -5.6282 1.4845 3.1087  -0.09
N -4.8083 0.8737 2.1125  0.07
C -5.6441 0.4578 1.0203  -0.14
H 6.1320 -6.1189 1.2563  0.06
H 6.1590 -7.9900 1.4552  0.08
H 7.4325 -6.9391 2.2634  0.07
H 8.7194 -6.4482 0.2127  0.11
H 8.2899 -8.2298 0.1315  0.09
H 6.9496 -8.1130 -1.7544  0.11
H 7.9751 -6.5942 -2.0894  0.08
H 5.3769 -6.3393 -2.5042  0.11
H 5.0886 -6.2780 -0.6935  0.09
H 7.2222 -4.3205 -0.9818  0.11
H 6.4937 -4.2725 -2.7126  0.11
H 4.0925 -4.3672 -0.9835  0.11
H 5.2872 -3.4067 0.1042  0.12
H 4.2017 -2.6226 -2.8768  0.12
H 5.5517 -1.6857 -1.9905  0.10
H 3.9670 -1.4768 0.0969  0.10
H 2.6230 -2.3837 -0.8492  0.12
H 4.3736 0.6422 -0.1196  0.12
H 3.1146 1.7235 -0.9437  0.13
H 5.5336 0.4485 -2.6466  0.09
H 4.5016 1.9204 -3.0593  0.11
H 5.7133 2.3262 -0.2664  0.09
H 7.0577 1.6974 -1.4194  0.11
H 5.3498 4.0334 -2.6426  0.10
H 7.1706 3.7574 -2.5952  0.10
H 6.1843 4.3868 0.2421  0.11
H 5.6131 5.6847 -0.9775  0.09
H 8.5985 5.0207 -1.5010  0.10
H 8.2669 5.3386 0.3105  0.10
H 8.7138 7.3719 -1.7874  0.10
H 6.8826 7.4728 -1.4569  0.09
H 7.2205 8.0825 0.8711  0.05
H 8.6419 8.9695 0.0850  0.08
H 8.9026 7.3438 1.0285  0.07
H -1.3161 -1.4858 -2.6324  0.09
H -1.0252 -1.4612 -0.8086  0.07
H -2.4129 1.1088 -1.4504  0.11
H -3.2368 -0.2206 -2.4572  0.09
H -2.8298 0.0867 0.6960  0.11
H -3.1456 -1.6475 0.0327  0.12
H -5.1503 -1.3239 -2.2832  0.10
H -10.1822 -1.9917 -1.2811  0.09
H -10.9068 -0.3318 -1.5757  0.06
H -11.2556 -1.6564 -2.8287  0.09
H -8.9368 -0.0052 -5.0051  0.09
H -8.7387 1.3779 -3.8048  0.10
H -10.4557 0.6675 -4.2069  0.08
H -9.0922 0.2984 -0.4058  0.06
H -7.7236 2.2504 3.8903  0.11
H -5.0946 1.8391 4.0699  0.11
C 0.2220 2.1210 3.1162  -0.29
S 0.8097 3.8055 3.3933  0.80
O 2.2028 3.8885 2.8570  -0.57
C 0.9290 3.6711 5.1906  -0.28
H 0.1121 1.9661 2.0421  0.01
H 0.9426 1.4037 3.5131  0.05
H -0.7471 1.9880 3.6004  0.05
H 1.6063 2.8591 5.4600  0.06
H -0.0623 3.4890 5.6091  0.05
H 1.3183 4.6120 5.5815  0.05
C -10.5351 3.4515 0.6996  -0.26
S -11.0340 2.6636 -0.8451  0.79
O -10.4424 3.4575 -1.9658  -0.56
C -12.7803 3.1091 -0.7310  -0.26
H -9.4574 3.3295 0.8164  0.03
H -10.7789 4.5152 0.6710  0.06
H -11.0449 2.9705 1.5358  0.06
H -12.8856 4.1938 -0.6718  0.06
H -13.2193 2.6392 0.1508  0.05
H -13.2884 2.7443 -1.6248  0.05
C -8.3683 -0.2903 8.1404  -0.27
S -6.6566 -0.1784 7.5760  0.80
O -6.3334 1.2731 7.4070  -0.58
C -6.9552 -0.8607 5.9329  -0.29
H -8.4267 0.1231 9.1482  0.05
H -9.0186 0.2816 7.4762  0.06
H -8.6779 -1.3365 8.1610  0.05
H -7.6922 -0.2541 5.4050  0.05
H -7.3092 -1.8875 6.0257  0.02
H -6.0157 -0.8520 5.3782  0.05
C -8.1358 -5.1496 3.6093  -0.27
S -9.2156 -3.7076 3.4885  0.83
O -8.7662 -2.7235 4.5211  -0.57
C -10.6946 -4.5240 4.1272  -0.27
H -7.1338 -4.8572 3.2923  0.05
H -8.1001 -5.5042 4.6409  0.06
H -8.5058 -5.9386 2.9527  0.05
H -10.5021 -4.9168 5.1269  0.06
H -10.9839 -5.3328 3.4542  0.05
H -11.4997 -3.7897 4.1756  0.05
C 10.9931 -5.8846 -4.7628  -0.27
S 10.7543 -7.4595 -3.9119  0.82
O 10.0641 -7.1689 -2.6157  -0.57
C 12.4976 -7.7443 -3.5431  -0.27
H 10.0153 -5.4975 -5.0532  0.05
H 11.4818 -5.1710 -4.0971  0.06
H 11.5989 -6.0412 -5.6567  0.05
H 12.8946 -6.9177 -2.9520  0.06
H 13.0567 -7.8425 -4.4756  0.06
H 12.5824 -8.6701 -2.9722  0.01
C 13.2393 -9.4030 1.5710  -0.27
S 12.7424 -10.1606 0.0093  0.83
O 13.3295 -9.3389 -1.0941  -0.57
C 10.9942 -9.7255 0.1339  -0.27
H 14.3176 -9.5221 1.6842  0.05
H 12.9910 -8.3402 1.5661  0.06
H 12.7323 -9.9041 2.3971  0.05
H 10.8835 -8.6431 0.2166  0.05
H 10.5578 -10.2165 1.0055  0.05
H 10.4872 -10.0729 -0.7673  0.05
C -11.4014 8.3046 -4.5677  -0.28
S -11.6534 6.7502 -3.6830  0.80
O -12.3452 7.0730 -2.3968  -0.57
C -9.9111 6.4631 -3.3038  -0.27
H -12.3756 8.6916 -4.8694  0.05
H -10.9099 9.0295 -3.9165  0.06
H -10.7940 8.1243 -5.4562  0.05
H -9.5107 7.3007 -2.7299  0.06
H -9.3508 6.3415 -4.2325  0.05
H -9.8326 5.5488 -2.7133  0.01
C 3.2588 10.7798 -0.8523  -0.28
S 4.5064 10.2767 0.3527  0.81
O 5.8396 10.3652 -0.3187  -0.56
C 4.0361 8.5332 0.3957  -0.27
H 3.3910 11.8420 -1.0621  0.05
H 3.3805 10.2105 -1.7755  0.06
H 2.2631 10.6153 -0.4371  0.05
H 4.1101 8.1018 -0.6040  0.05
H 3.0158 8.4397 0.7714  0.05
H 4.7171 8.0089 1.0675  0.04


(5)
C8H54AgBF4O19 | ωB97M-V with the def2-TZVPD basis set

Calculated values
**2S+1**: 2
**HOMO-LUMO gap (spin up / spin down)**: 9.69 / 7.38 eV
**LUMO energy (spin up / spin down)**: -2.886 / -5.173 eV
**<S²>**: 0.75
**Total charge**: +1

Last column: Mulliken spin population.
Positions of all 87 atoms, in Å:
Ag -2.8781 -4.8261 1.6276  0.83
B -0.0510 -8.2815 1.9117  -0.01
F 0.7601 -7.1582 1.9531  0.00
F -0.9886 -8.2671 2.8540  0.00
F -0.6677 -8.4229 0.6852  0.00
F 0.6554 -9.4267 2.2015  0.00
C -8.6059 -4.4105 1.2416  0.00
O -7.4077 -4.0825 0.5295  0.00
H -8.3826 -5.1079 2.0490  0.00
H -9.0041 -3.5689 1.8084  0.00
H -9.3253 -4.8091 0.5263  0.00
H -7.3360 -3.2167 0.1210  0.00
C -4.0659 -4.5620 -3.1126  0.00
O -4.6465 -3.5588 -2.3024  0.00
H -3.4179 -4.0819 -3.8458  0.00
H -3.5312 -5.3530 -2.5866  0.00
H -4.8168 -5.0240 -3.7536  0.00
H -5.1552 -2.9700 -2.8646  0.00
C -6.1867 -6.8529 4.0968  0.00
O -4.9640 -7.4728 4.1680  0.00
H -6.8651 -7.5646 3.6264  0.00
H -6.6441 -6.6654 5.0682  0.00
H -6.1123 -5.9356 3.5127  0.00
H -4.8583 -8.0049 4.9600  0.00
C 2.0572 -4.7419 -0.3224  0.00
O 0.7873 -4.0765 -0.4238  0.00
H 2.8326 -3.9994 -0.1337  0.00
H 2.1811 -5.4539 0.4935  0.00
H 2.3941 -5.2011 -1.2518  0.00
H 0.7660 -3.3640 -1.0667  0.00
C -4.8885 -8.3161 -0.5968  0.00
O -4.8552 -7.0371 -1.1974  0.00
H -5.7680 -8.7686 -1.0549  0.00
H -3.9939 -8.9228 -0.7372  0.00
H -5.0123 -8.2731 0.4852  0.00
H -4.8043 -7.1107 -2.1532  0.00
C 1.0957 -0.6394 2.7799  0.00
O -0.2003 -0.9895 2.2752  0.00
H 1.1123 -0.6136 3.8694  0.00
H 1.9542 -1.2719 2.5537  0.00
H 1.4662 0.2919 2.3514  0.00
H -0.8595 -0.3105 2.4361  0.00
C -3.2260 -4.4895 6.9855  0.00
O -4.2708 -4.5316 6.0507  0.00
H -2.5347 -3.7312 6.6180  0.00
H -3.6403 -4.1403 7.9313  0.00
H -2.7860 -5.4817 7.0862  0.00
H -5.0032 -3.9897 6.3532  0.00
C -4.7295 -0.6444 0.4978  0.00
O -5.8608 -1.4265 0.9696  0.00
H -4.2273 -0.1139 1.3069  0.00
H -4.0083 -1.2880 -0.0060  0.00
H -5.1478 0.0851 -0.1956  0.00
H -6.3817 -1.5813 0.1782  0.00
O -1.4760 -1.2345 -0.2138  0.00
H -1.2327 -0.7568 -1.0068  0.00
H -0.8900 -0.8928 0.4615  0.00
O 1.9595 -5.1462 3.6926  0.00
H 1.1029 -5.0331 4.1045  0.00
H 1.8529 -5.9076 3.1223  0.00
O -0.1802 -4.3644 5.2724  0.00
H 0.5186 -4.5358 5.9036  0.00
H -0.3894 -3.4380 5.3916  0.00
O -1.1632 -5.7632 0.4172  0.09
H -0.3814 -5.3238 0.0827  -0.01
H -0.9424 -6.6944 0.3968  -0.01
O -0.9294 -3.5867 2.2044  -0.01
H -0.7249 -2.6516 2.1986  0.00
H -0.0801 -4.0186 2.1124  0.00
O -3.0727 -1.0793 4.1265  0.00
H -2.3814 -1.0712 4.7886  0.00
H -2.8251 -0.3880 3.5125  0.00
O -3.1015 -7.0359 2.0287  0.01
H -2.3672 -7.6383 2.1480  0.00
H -3.7369 -7.2970 2.6953  0.00
O -2.9740 -3.5407 -0.3148  0.06
H -2.4487 -2.7672 -0.5198  -0.01
H -3.5063 -3.6836 -1.0974  0.00
O -5.0135 -5.2786 0.7904  0.00
H -5.8538 -4.8277 0.7079  0.00
H -5.1394 -6.1074 0.3284  0.00
O -4.1321 -3.0309 2.3138  0.06
H -3.7737 -2.3198 2.8450  0.00
H -4.8863 -2.6427 1.8704  0.00
O -2.6528 -4.9286 3.8980  0.02
H -3.3640 -5.0106 4.5333  0.00
H -1.8764 -4.7498 4.4286  0.00


(6)
C4H7ClO2P | ωB97M-V with the def2-TZVPD basis set

Calculated values
**2S+1**: 1
**ΔE to the lowest compared entry with this formula, charge and spin**: 49.4 kJ/mol
**HOMO-LUMO gap**: 8.83 eV
**SMILES**: C=C(CC)[P@](=O)([O-])Cl
**LUMO energy**: 3.726 eV
**Total charge**: -1

Last column: natural (NBO) charge in e.
Positions of all 15 atoms, in Å:
C -0.0802 -1.9774 -0.1255  -0.36
C 0.1573 -0.5422 -0.0993  -0.38
C -0.8676 0.4371 -0.6373  -0.45
C -1.2786 1.2123 0.5629  -0.59
P 1.8066 0.0242 0.3486  2.15
O 2.7600 -1.1065 0.6232  -1.15
O 1.7732 1.1685 1.2282  -1.16
Cl 2.4721 0.7509 -1.4651  -0.45
H 0.6712 -2.7146 0.1142  0.21
H -0.9129 -2.4870 -0.4132  0.16
H -1.6243 -0.0425 -1.1934  0.19
H -0.5078 1.1180 -1.4835  0.22
H -0.4584 1.4685 1.0518  0.24
H -1.9723 0.6744 1.2689  0.18
H -1.9385 2.0161 0.2193  0.18


(7)
C2H6I2Si2 | ωB97M-V with the def2-TZVPD basis set

Calculated values
**2S+1**: 1
**ΔE to the lowest compared entry with this formula, charge and spin**: 255.7 kJ/mol
**HOMO-LUMO gap (spin up / spin down)**: 7.61 / 6.77 eV
**LUMO energy (spin up / spin down)**: -1.106 / -1.134 eV
**Total charge**: 0

Last column: natural (NBO) charge in e.
Positions of all 12 atoms, in Å:
C 0.5574 -0.3887 -1.7225  -0.98
C -0.0590 0.0312 1.3104  -1.39
Si 1.3900 -0.0963 -0.0992  1.23
Si -1.5536 -0.4918 0.3703  1.01
I 2.3646 2.2679 0.0396  -0.30
I -3.2346 1.2870 -0.0502  -0.22
H 0.1286 0.4784 -2.2237  0.23
H 0.4186 -1.2568 -2.2468  0.21
H 0.0727 -0.6007 2.2567  0.28
H -0.1332 1.0434 1.5917  0.28
H 2.5718 -0.7253 0.0511  -0.20
H -2.5234 -1.5485 0.7227  -0.16


(8)
C2H3I | ωB97M-V with the def2-TZVPD basis set

Calculated values
**2S+1**: 1
**ΔE to the lowest compared entry with this formula, charge and spin**: 171.1 kJ/mol
**HOMO-LUMO gap**: 10.66 eV
**SMILES**: C#C.I
**LUMO energy**: 0.646 eV
**Total charge**: 0

Last column: natural (NBO) charge in e.
Positions of all 6 atoms, in Å:
C 0.9346 -0.4283 0.7631  -0.22
C 0.5057 -1.5350 0.5365  -0.21
H 1.3528 0.3973 1.1666  0.21
H 0.1310 -2.3225 0.0440  0.21
I -1.7903 1.7134 -1.9451  -0.10
H -1.1338 2.1752 -0.5651  0.10


no.,M (g/mol)
1,131.61
2,96.09
3,308.42
4,1167.99
5,649.17
6,153.53
7,340.05
8,153.95